{
  "formula": "C87H214N14O27",
  "method": "ωB97M-V/def2-TZVPD",
  "symbols": ["C", "C", "C", "C", "C", "C", "N", "O", "C", "C", "C", "H", "H", "H", "H", "H", "H", "H", "H", "H", "H", "H", "H", "H", "H", "H", "H", "H", "H", "H", "C", "O", "C", "C", "N", "C", "C", "O", "C", "H", "H", "H", "H", "H", "H", "H", "H", "H", "H", "H", "H", "H", "H", "H", "C", "O", "C", "C", "N", "C", "C", "O", "C", "H", "H", "H", "H", "H", "H", "H", "H", "H", "H", "H", "H", "H", "H", "H", "C", "O", "C", "C", "N", "C", "C", "O", "C", "H", "H", "H", "H", "H", "H", "H", "H", "H", "H", "H", "H", "H", "H", "H", "C", "O", "C", "C", "N", "C", "C", "O", "C", "H", "H", "H", "H", "H", "H", "H", "H", "H", "H", "H", "H", "H", "H", "H", "C", "O", "C", "C", "N", "C", "C", "O", "C", "H", "H", "H", "H", "H", "H", "H", "H", "H", "H", "H", "H", "H", "H", "H", "C", "O", "C", "C", "N", "C", "C", "O", "C", "H", "H", "H", "H", "H", "H", "H", "H", "H", "H", "H", "H", "H", "H", "H", "C", "O", "C", "C", "N", "C", "C", "O", "C", "H", "H", "H", "H", "H", "H", "H", "H", "H", "H", "H", "H", "H", "H", "H", "C", "O", "C", "C", "N", "C", "C", "O", "C", "H", "H", "H", "H", "H", "H", "H", "H", "H", "H", "H", "H", "H", "H", "H", "C", "O", "C", "C", "N", "C", "C", "O", "C", "H", "H", "H", "H", "H", "H", "H", "H", "H", "H", "H", "H", "H", "H", "H", "C", "O", "C", "C", "N", "C", "C", "O", "C", "H", "H", "H", "H", "H", "H", "H", "H", "H", "H", "H", "H", "H", "H", "H", "C", "O", "C", "C", "N", "C", "C", "O", "C", "H", "H", "H", "H", "H", "H", "H", "H", "H", "H", "H", "H", "H", "H", "H", "C", "O", "C", "C", "N", "C", "C", "O", "C", "H", "H", "H", "H", "H", "H", "H", "H", "H", "H", "H", "H", "H", "H", "H", "C", "O", "C", "C", "N", "C", "C", "O", "C", "H", "H", "H", "H", "H", "H", "H", "H", "H", "H", "H", "H", "H", "H", "H"],
  "xyz": [[-1.49919, -4.52360, 9.61865], [-1.55140, -3.72031, 8.26500], [-0.45250, -2.59962, 8.31291], [-0.08953, -2.06490, 6.90772], [0.18482, -3.16216, 5.87450], [-0.87053, -4.36149, 5.85149], [-1.36254, -4.67445, 7.18977], [-2.35265, -5.72237, 7.21953], [-2.00476, -4.00463, 4.85191], [-0.11637, -5.50155, 5.33812], [-2.96364, -2.94320, 8.11571], [-2.17817, -5.37621, 9.60670], [-1.92032, -3.97350, 10.46015], [-0.46099, -4.79710, 9.80697], [-0.62772, -1.83331, 9.06801], [0.45324, -3.13343, 8.60063], [0.65603, -1.27951, 6.78366], [-0.94810, -1.45302, 6.63106], [1.22871, -3.47576, 5.86876], [-0.01104, -2.72555, 4.89517], [-2.35822, -3.02714, 5.18008], [-1.98111, -4.04398, 3.76288], [-2.87220, -4.62274, 5.08336], [-0.71916, -6.40309, 5.22874], [0.31402, -5.37531, 4.34468], [0.67773, -5.87343, 5.98558], [-2.78039, -2.17269, 8.86459], [-3.85296, -3.51726, 8.37586], [-3.13262, -2.54394, 7.11565], [-1.79115, -6.46314, 7.45949], [6.87498, -2.13883, -8.94843], [7.30872, -2.16666, -7.63066], [6.32532, -2.31326, -6.56349], [6.82237, -1.39377, -5.36452], [6.21091, -1.60411, -4.04088], [6.51589, -2.70553, -3.08794], [6.06661, -2.43227, -1.63734], [4.71641, -2.88613, -1.53604], [4.27593, -3.18612, -0.18981], [6.95257, -1.05743, -9.06090], [5.81666, -2.38591, -9.03208], [7.48271, -2.63434, -9.70556], [6.37915, -3.38712, -6.38451], [5.32677, -2.00607, -6.87436], [6.71184, -0.34088, -5.62396], [7.90477, -1.26893, -5.39507], [5.27225, -1.24406, -3.94415], [7.60443, -2.70480, -3.14444], [6.14682, -3.66749, -3.44361], [6.25642, -1.38654, -1.39539], [6.70050, -3.04264, -0.99412], [4.67974, -4.16745, 0.05918], [3.18609, -3.20246, -0.19978], [4.70155, -2.44498, 0.48669], [1.46474, 0.78381, 4.91644], [1.19654, 1.91377, 4.10872], [2.20363, 2.32421, 3.08264], [1.57508, 3.43498, 2.29972], [2.28464, 3.94055, 1.20111], [1.64902, 5.00881, 0.27405], [2.51664, 5.47899, -0.85136], [1.71046, 6.51215, -1.56085], [2.68533, 7.26595, -2.32666], [2.14717, 0.07001, 4.45505], [0.49726, 0.31326, 5.09161], [1.85996, 1.11553, 5.87658], [2.27186, 1.48898, 2.38562], [3.16054, 2.66993, 3.47368], [1.31243, 4.32302, 2.87462], [0.67998, 2.90597, 1.97255], [2.75346, 3.17542, 0.73757], [1.32202, 5.80098, 0.94758], [0.80954, 4.49756, -0.19711], [2.81456, 4.64055, -1.48093], [3.41457, 5.95883, -0.46203], [3.08754, 8.06644, -1.70575], [2.22748, 7.70309, -3.21401], [3.52973, 6.66833, -2.67012], [-1.46091, 2.76764, -1.45457], [-1.73321, 3.76945, -0.50557], [-2.49419, 4.81411, -1.18017], [-2.91454, 5.96927, -0.17871], [-2.61530, 7.26952, -0.74062], [-1.26786, 7.77654, -0.55713], [-1.08145, 9.20287, -1.20820], [-1.11235, 10.14763, -0.26595], [-1.52559, 11.46585, -0.72815], [-0.84215, 2.06646, -0.89458], [-1.10311, 3.09139, -2.43194], [-2.28160, 2.07706, -1.64865], [-3.38602, 4.45161, -1.69136], [-1.82112, 5.29768, -1.88815], [-2.28198, 5.83104, 0.69815], [-3.96043, 6.04480, 0.11877], [-3.27278, 8.01590, -0.56532], [-0.56092, 7.04296, -0.94469], [-1.06370, 7.84038, 0.51167], [-2.00207, 9.25440, -1.78949], [-0.19659, 9.32090, -1.83367], [-1.83652, 12.06309, 0.12902], [-2.43913, 11.48971, -1.32226], [-0.77980, 11.89630, -1.39644], [-6.48877, -4.92803, 5.82313], [-6.05913, -4.62083, 4.55551], [-6.78783, -5.18922, 3.44207], [-6.58763, -6.74060, 3.47416], [-7.83881, -7.39104, 3.40910], [-8.65037, -7.33177, 4.64230], [-8.19468, -8.35424, 5.64149], [-8.68619, -8.16240, 6.96775], [-8.03784, -8.93098, 7.95984], [-6.34317, -5.99472, 5.99369], [-7.51705, -4.59915, 5.97341], [-5.77036, -4.41018, 6.45859], [-6.52922, -4.79629, 2.45880], [-7.84352, -4.92645, 3.50957], [-5.91838, -7.24047, 4.17439], [-6.16312, -6.93641, 2.48950], [-8.32083, -7.22913, 2.53644], [-9.70926, -7.47309, 4.42585], [-8.69271, -6.30755, 5.01282], [-7.11936, -8.20192, 5.73425], [-8.25554, -9.39402, 5.32017], [-6.94912, -8.89108, 7.99452], [-8.12998, -10.01468, 8.03198], [-8.47660, -8.77698, 8.94568], [-7.36723, 6.92002, -4.24962], [-7.40350, 5.48096, -4.09611], [-6.28743, 4.85258, -3.31303], [-6.66403, 3.41999, -2.79161], [-5.58785, 2.51262, -2.38433], [-5.97837, 1.36281, -1.59827], [-4.76717, 0.59123, -1.03076], [-4.24742, 0.08277, -2.20284], [-3.06708, -0.85625, -2.04623], [-6.36651, 7.33061, -4.38408], [-7.45750, 7.27521, -3.22307], [-8.11575, 7.41104, -4.87147], [-5.97474, 5.43281, -2.44489], [-5.37839, 4.74802, -3.90531], [-7.28606, 2.93032, -3.54089], [-7.28217, 3.55706, -1.90437], [-5.21781, 2.04970, -3.20217], [-6.41869, 0.62402, -2.26790], [-6.66621, 1.60973, -0.78957], [-4.86133, -0.11157, -0.20292], [-3.98834, 1.22265, -0.60319], [-3.04314, -1.51030, -2.91786], [-3.22932, -1.47881, -1.16636], [-2.14268, -0.28179, -1.98630], [9.36842, 10.77415, 6.64278], [9.15984, 10.25583, 5.30215], [7.82773, 10.34447, 4.81193], [7.87362, 10.17883, 3.28136], [6.46172, 9.98773, 2.80497], [5.88878, 8.62984, 3.01510], [6.67807, 7.50462, 2.28251], [6.11424, 7.00284, 1.07417], [6.93040, 6.14207, 0.25917], [9.04817, 10.10961, 7.44524], [8.86199, 11.73906, 6.66656], [10.44877, 10.89920, 6.71558], [7.33528, 11.27494, 5.09444], [7.28074, 9.53735, 5.29920], [8.50808, 9.35542, 2.95343], [8.23685, 11.11088, 2.84839], [6.50597, 10.04644, 1.79765], [4.93733, 8.67701, 2.48537], [5.70605, 8.48081, 4.07929], [6.62400, 6.61551, 2.91072], [7.70908, 7.78818, 2.07097], [6.21555, 5.55874, -0.32119], [7.66933, 5.53688, 0.78436], [7.58024, 6.78851, -0.33070], [4.71588, 4.14668, -9.42367], [3.45986, 4.61160, -8.91325], [2.62722, 5.14976, -9.89285], [1.32446, 5.63505, -9.30864], [0.70207, 4.73134, -8.28240], [1.20344, 4.55770, -6.90357], [0.76928, 5.77751, -6.06967], [-0.54772, 5.74727, -5.60719], [-0.78569, 6.52933, -4.43291], [5.43960, 4.89363, -9.74986], [4.49411, 3.32850, -10.10887], [5.20674, 3.69533, -8.56143], [2.30115, 4.35549, -10.56435], [3.17833, 5.83173, -10.54038], [0.69688, 5.82403, -10.17959], [1.38617, 6.65753, -8.93607], [0.47198, 3.83469, -8.68635], [2.27186, 4.37818, -6.78378], [0.58971, 3.83448, -6.36654], [0.88081, 6.71267, -6.61842], [1.41565, 5.72109, -5.19382], [-0.32953, 7.50776, -4.58353], [-0.39950, 5.95740, -3.58921], [-1.84079, 6.65909, -4.19197], [-6.65680, -8.44993, -4.11057], [-6.81592, -7.20775, -3.29264], [-6.45309, -7.46458, -1.95634], [-6.87719, -6.30970, -1.13125], [-6.05538, -5.08411, -1.62429], [-4.82479, -4.89181, -0.86622], [-3.68685, -4.24403, -1.64886], [-3.04399, -5.05568, -2.62238], [-1.69654, -4.54797, -2.80078], [-6.91312, -8.25191, -5.15133], [-7.24612, -9.27789, -3.71652], [-5.61042, -8.73724, -4.21372], [-5.38677, -7.64996, -1.82705], [-7.06837, -8.26066, -1.53708], [-6.72263, -6.59060, -0.08948], [-7.93396, -6.28888, -1.39754], [-6.05480, -5.06870, -2.63417], [-4.28820, -5.75831, -0.47975], [-4.95962, -4.12496, -0.10342], [-3.04398, -3.64929, -0.99993], [-4.27662, -3.46250, -2.12791], [-1.77452, -3.59672, -3.32723], [-1.14599, -5.09205, -3.56822], [-1.08315, -4.51893, -1.90022], [3.13325, 1.15774, -7.86015], [2.47465, 0.64357, -6.75893], [1.00194, 0.72611, -6.79301], [0.26649, 0.43996, -5.44736], [0.64061, -0.83539, -4.84687], [-0.07970, -1.97268, -5.42490], [0.64897, -3.30645, -5.00648], [2.08978, -3.23460, -5.30529], [2.78596, -4.30211, -4.69754], [3.31989, 2.22772, -7.95175], [2.70328, 0.80459, -8.79744], [4.11092, 0.67583, -7.86367], [0.62269, -0.05510, -7.45178], [0.60322, 1.70764, -7.04938], [-0.81278, 0.55632, -5.54600], [0.65946, 0.99847, -4.59781], [1.61287, -1.03777, -5.03080], [-0.11022, -1.98679, -6.51438], [-1.11714, -1.84775, -5.11474], [0.16261, -4.18723, -5.42574], [0.68824, -3.43835, -3.92521], [2.72847, -5.35922, -4.95697], [2.67549, -4.23265, -3.61538], [3.84260, -4.03646, -4.72993], [8.40304, -0.86844, 6.41013], [7.21717, -0.87275, 5.48360], [7.15160, 0.32407, 4.66041], [6.14549, 0.06648, 3.49836], [6.39547, 0.95561, 2.38279], [7.32232, 0.58718, 1.37674], [7.81551, 1.86827, 0.65874], [8.39364, 1.64914, -0.61000], [7.45977, 1.34502, -1.62919], [9.36865, -0.57979, 5.99493], [8.57149, -1.75520, 7.02119], [8.31835, -0.06527, 7.14214], [8.16863, 0.49980, 4.30987], [6.81668, 1.19889, 5.21774], [5.17105, 0.29258, 3.93131], [6.02823, -0.96049, 3.15242], [5.99590, 1.88185, 2.33250], [6.88261, -0.08651, 0.64128], [8.09758, -0.03703, 1.82107], [8.63628, 2.22506, 1.28094], [7.18079, 2.75436, 0.66455], [6.68440, 0.66353, -1.27923], [7.95901, 1.01151, -2.53893], [6.90741, 2.19195, -2.03627], [-2.19194, -1.27807, 1.64594], [-0.91115, -1.66409, 1.63473], [0.02029, -0.61081, 1.97954], [0.50801, 0.18887, 0.70097], [1.71973, -0.40579, 0.10167], [1.88440, 0.02490, -1.24353], [2.31700, 1.54855, -1.27251], [2.83141, 1.97088, -2.56766], [4.11634, 1.49261, -2.84667], [-2.22761, -0.24742, 1.29299], [-2.43539, -1.22522, 2.70708], [-2.90236, -1.89965, 1.10093], [0.84673, -1.07206, 2.52023], [-0.42161, -0.00224, 2.76851], [0.71535, 1.22588, 0.96505], [-0.37312, 0.17619, 0.05944], [1.38838, -1.35014, -0.03445], [1.00136, 0.06831, -1.88107], [2.62501, -0.65957, -1.65717], [2.93302, 1.60601, -0.37511], [1.38529, 2.08208, -1.08451], [4.39287, 1.73898, -3.87182], [4.38343, 0.45494, -2.64666], [4.61793, 2.19666, -2.18273], [-1.63628, -7.79041, 2.25686], [-0.93695, -8.24795, 1.08183], [-1.24127, -7.33048, 0.05157], [-0.64063, -7.83476, -1.29104], [0.79286, -7.57064, -1.19416], [1.70717, -8.07404, -2.24656], [1.68981, -9.53539, -2.71200], [2.65299, -9.77780, -3.75879], [2.60377, -11.02506, -4.32600], [-1.45447, -6.80122, 2.67702], [-1.47466, -8.49398, 3.07355], [-2.70249, -7.76058, 2.03232], [-0.93360, -6.32635, 0.34336], [-2.32620, -7.37537, -0.04333], [-1.00607, -7.16872, -2.07266], [-0.87675, -8.87275, -1.52544], [1.00543, -7.92452, -0.27237], [2.72749, -7.85536, -1.93156], [1.41546, -7.50980, -3.13236], [0.75141, -9.71843, -3.23547], [1.66335, -10.29656, -1.93224], [1.76502, -10.96430, -5.01949], [2.29991, -11.70837, -3.53300], [3.37787, -11.25774, -5.05726], [-5.83747, 3.72310, 1.08037], [-6.50671, 2.56392, 1.61987], [-5.68081, 1.63113, 2.28178], [-6.40464, 0.23933, 2.55405], [-5.82824, -0.75896, 3.43676], [-6.52910, -0.79731, 4.73490], [-6.16308, 0.51133, 5.57611], [-6.83346, 0.66834, 6.80355], [-6.51901, 1.83434, 7.60463], [-5.14804, 3.39911, 0.30073], [-5.33604, 4.20077, 1.92209], [-6.37211, 4.55457, 0.62110], [-5.40261, 2.05700, 3.24581], [-4.80201, 1.33354, 1.70971], [-6.78771, -0.19854, 1.63229], [-7.31513, 0.63557, 3.00363], [-5.71004, -1.68051, 3.04071], [-6.29836, -1.62807, 5.40175], [-7.56275, -1.01006, 4.46213], [-6.51704, 1.33409, 4.95492], [-5.07482, 0.45286, 5.59494], [-6.58871, 1.51115, 8.64329], [-7.19333, 2.67035, 7.41894], [-5.49080, 2.16018, 7.44743]],
  "mulliken_charge": [-1.897, 1.172, -1.216, -0.654, -0.967, 2.566, 0.381, -0.457, -2.166, -2.362, -1.501, 0.400, 0.388, 0.412, 0.441, 0.383, 0.574, 0.243, 0.430, -0.009, 0.233, 0.488, 0.460, 0.451, 0.429, 0.429, 0.428, 0.391, 0.203, 0.350, -0.658, -0.444, 0.070, -1.237, 0.328, -0.931, 0.058, -0.078, -0.660, 0.250, 0.285, 0.252, 0.219, 0.221, 0.328, 0.513, -0.104, 0.498, 0.209, -0.200, 0.561, 0.347, 0.100, 0.152, -0.901, -0.397, 0.148, -0.744, -0.087, -0.197, -0.235, -0.012, -1.049, 0.335, 0.247, 0.515, -0.159, 0.371, 0.478, 0.103, 0.094, 0.445, -0.225, 0.141, 0.325, 0.338, 0.219, 0.389, 0.677, -0.260, 1.154, -0.993, -0.193, 0.356, -1.032, -0.336, -0.815, -0.950, 0.572, -0.247, 0.006, -0.849, 0.133, 0.468, 0.303, -0.219, 0.287, 0.476, 0.413, 0.292, 0.336, 0.312, -0.458, -0.101, -0.346, -0.776, -0.242, -0.363, -0.387, -0.349, -0.849, 0.244, 0.328, -0.100, 0.180, 0.448, 0.386, 0.068, 0.270, 0.481, 0.097, 0.088, 0.400, 0.306, 0.337, 0.335, -0.784, -0.407, -0.358, -0.722, 0.104, -1.527, 0.608, -0.565, 0.592, 0.319, 0.331, 0.279, 0.160, 0.343, 0.375, 0.314, 0.219, 0.554, 0.606, 0.241, -0.112, 0.073, -0.506, -0.058, -0.681, -0.337, -0.407, -0.418, -0.466, -0.720, -0.358, -0.318, -0.669, 0.253, 0.326, 0.228, 0.329, 0.222, 0.234, 0.354, 0.274, 0.404, 0.355, 0.279, 0.358, 0.040, 0.366, 0.371, -0.912, -0.185, -0.429, -0.946, -0.164, -0.151, 0.017, -0.458, -0.336, 0.299, 0.393, 0.270, 0.306, 0.406, 0.390, 0.296, 0.277, 0.137, 0.044, 0.156, -0.006, 0.345, -0.051, 0.308, -0.764, -0.357, -0.505, -0.548, -0.298, -0.046, -0.494, -0.442, -0.751, 0.288, 0.295, 0.295, 0.346, 0.479, 0.065, 0.412, 0.351, 0.092, 0.041, 0.174, 0.455, 0.270, 0.394, 0.363, -0.888, -0.036, -0.183, -1.117, 0.388, -0.844, -0.514, -0.251, -0.690, 0.172, 0.398, 0.242, 0.384, 0.079, 0.506, 0.218, 0.058, 0.376, 0.321, 0.568, 0.098, 0.364, 0.299, 0.082, -0.821, -0.327, -0.231, -0.674, 0.124, 0.763, -0.889, -0.419, -0.193, 0.325, 0.296, 0.335, 0.329, 0.307, -0.022, 0.219, 0.186, -0.603, 0.321, 0.341, 0.262, -0.181, 0.233, 0.345, -0.289, -0.133, -1.486, 2.009, -0.206, 0.322, -0.511, 0.111, -0.543, 0.166, 0.349, -0.181, 0.407, 0.421, -0.513, -0.853, 0.211, -0.177, 0.319, -0.044, -0.197, 0.368, -0.130, 0.235, -0.532, -0.444, -0.298, -0.823, -0.184, -0.570, -0.496, -0.378, -0.738, 0.093, 0.357, 0.294, 0.262, 0.288, 0.320, 0.405, 0.292, 0.391, 0.140, 0.349, 0.368, 0.301, 0.293, 0.273, -0.744, -0.457, 0.157, -1.298, 0.210, -0.554, -0.220, -0.413, -0.719, 0.122, 0.453, 0.402, 0.433, -0.167, 0.424, 0.441, 0.135, 0.034, 0.385, 0.194, 0.306, 0.264, 0.272, 0.314],
  "homo_lumo_gap_ev": 8.63,
  "molar_mass_g_mol": 1888.74
}